[1]
13
Properties=species:S:1:pos:R:3:nbo_charge:R:1 method="wB97M-V/def2-TZVPD" e_tot_ev=-17031.641 spin_multiplicity=1 charge=+1 homo_ev=-14.201
C -1.650 0.588 -0.209 0.09
C 0.037 -1.116 0.010 0.38
C 1.723 1.225 0.222 -0.76
N -0.925 -0.206 0.430 -0.42
N -0.048 -2.380 0.336 -0.68
S 1.740 -0.518 -0.229 0.34
H -2.239 1.321 0.250 0.21
H -1.760 0.535 -1.284 0.19
H 1.921 1.846 -0.622 0.25
H 2.589 1.604 0.779 0.28
H 0.846 1.387 0.776 0.25
H -0.832 -2.887 0.508 0.43
H 0.934 -2.821 0.356 0.44

[2]
117
Properties=species:S:1:pos:R:3:lowdin_charge:R:1 method="wB97M-V/def2-TZVPD" e_tot_ev=-111412.740 spin_multiplicity=1 charge=+1 homo_ev=-9.267
Pb -0.101 0.010 0.247 1.35
C 6.151 1.542 -2.111 -0.04
C 5.103 0.650 -1.502 -0.26
C 5.314 0.029 -0.233 -0.02
C 4.378 -0.750 0.356 -0.04
C 3.080 -0.976 -0.227 -0.25
N 2.115 -1.672 0.349 0.04
C 2.462 -2.752 1.158 -0.21
C 3.644 -3.475 0.955 -0.02
C 4.004 -4.559 1.730 -0.03
C 3.172 -5.012 2.745 -0.27
C 3.518 -6.211 3.582 -0.04
C 1.958 -4.361 2.901 0.02
C 1.595 -3.261 2.133 -0.11
N 0.274 -2.755 2.352 -0.08
C -0.422 -2.908 3.504 -0.08
C -1.749 -2.741 3.228 -0.04
C -1.776 -2.500 1.848 -0.18
N -0.562 -2.504 1.316 0.01
C 2.891 -0.349 -1.511 -0.12
C 3.910 0.449 -2.112 0.01
N 1.787 -0.644 -2.251 -0.04
C 1.706 -0.558 -3.677 0.03
C 0.529 -1.037 -4.041 0.04
C -0.221 -1.457 -2.814 -0.29
N 0.695 -1.096 -1.746 0.00
H 7.028 1.619 -1.470 0.08
H 5.764 2.549 -2.272 0.08
H 6.483 1.161 -3.077 0.09
H 6.247 0.213 0.286 0.12
H 4.562 -1.177 1.334 0.12
H 4.291 -3.178 0.141 0.12
H 4.936 -5.071 1.525 0.12
H 4.579 -6.443 3.511 0.08
H 2.965 -7.093 3.256 0.09
H 3.278 -6.044 4.632 0.08
H 1.248 -4.761 3.611 0.12
H 0.083 -3.122 4.428 0.12
H -2.572 -2.763 3.917 0.11
H -2.625 -2.310 1.214 0.09
H 3.693 0.974 -3.026 0.10
H 2.533 -0.189 -4.249 0.13
H 0.195 -1.147 -5.052 0.11
H -0.322 -2.551 -2.809 0.17
C -0.620 -0.127 5.947 -0.02
N 0.362 0.508 5.088 -0.12
C 1.701 0.640 5.396 -0.03
C 2.274 1.327 4.393 -0.02
N 1.274 1.617 3.476 0.00
C 0.092 1.090 3.899 -0.72
S -1.386 1.060 3.100 0.60
C 1.484 2.469 2.345 -0.32
C 2.643 2.313 1.596 -0.01
C 2.860 3.220 0.573 -0.04
C 1.921 4.211 0.338 -0.05
C 0.787 4.241 1.131 -0.11
N 0.569 3.390 2.131 0.14
H -0.405 0.145 6.977 0.10
H -0.588 -1.210 5.833 0.08
H -1.606 0.230 5.659 0.06
H 2.118 0.253 6.306 0.13
H 3.278 1.682 4.275 0.13
H 3.340 1.511 1.788 0.10
H 3.743 3.135 -0.044 0.11
H 2.046 4.924 -0.462 0.11
H 0.018 4.985 0.964 0.12
I -2.744 6.026 -6.271 0.89
C -1.643 4.817 -4.991 -0.75
C -0.300 5.088 -4.768 -0.14
C 0.432 4.271 -3.920 -0.01
C -0.173 3.207 -3.262 -0.12
C -1.516 2.951 -3.500 -0.05
C -2.255 3.737 -4.370 -0.16
C 0.652 2.339 -2.343 -0.61
O 1.824 2.127 -2.665 0.01
O 0.083 1.924 -1.288 -0.20
H 0.175 5.923 -5.262 0.10
H 1.487 4.447 -3.765 0.12
H -1.964 2.085 -3.023 0.07
H -3.293 3.514 -4.576 0.08
C -2.206 -2.453 -5.299 -0.18
Si -2.912 -1.354 -3.965 0.53
C -3.677 0.113 -4.837 -0.15
C -4.182 -2.351 -3.028 -0.16
C -1.630 -0.852 -2.633 -0.28
C -1.918 -0.212 -1.489 -0.38
H -3.065 -2.802 -5.877 0.05
H -1.692 -3.338 -4.925 0.04
H -1.553 -1.930 -5.994 0.03
H -3.587 -0.054 -5.911 0.04
H -3.165 1.048 -4.629 0.00
H -4.736 0.233 -4.622 0.03
H -4.995 -2.666 -3.682 0.05
H -4.615 -1.797 -2.194 0.00
H -3.720 -3.251 -2.617 0.05
C -6.192 0.945 0.157 -0.17
N -5.098 0.738 1.104 -0.13
C -4.557 2.050 1.480 -0.17
N -4.134 2.862 0.343 -0.13
C -5.257 3.013 -0.572 -0.17
N -5.817 1.738 -1.013 -0.14
C -4.931 1.025 -1.911 -0.24
P -3.371 0.642 -0.994 0.99
C -4.063 -0.115 0.530 -0.25
C -2.965 2.317 -0.337 -0.23
H -6.991 1.478 0.674 0.13
H -6.577 -0.022 -0.171 0.13
H -3.716 1.913 2.157 0.06
H -5.340 2.594 2.011 0.14
H -4.947 3.593 -1.442 0.13
H -6.049 3.557 -0.055 0.14
H -4.707 1.640 -2.783 0.09
H -5.402 0.101 -2.254 0.09
H -3.246 -0.247 1.251 0.05
H -4.470 -1.101 0.290 0.10
H -2.676 2.970 -1.162 0.09
H -2.112 2.264 0.344 0.07

Largest force on an atom across the listed records, respectively: 0.1146, 0.0119 Eh/bohr.
HOMO-LUMO gap across the listed records, respectively: 0.3457, 0.2103 Ha.
Energy above the lowest of the compared OMol25 structures with the same formula, charge and spin across the listed records, respectively: 44.5, 44.3 kcal/mol.